# C5H10O

C5H10O as an isolated structure (wB97M-V/def2-TZVPD, the OMol25 dataset).

Structure (XYZ):
```
16
Properties=species:S:1:pos:R:3
C 0.41269 1.59758 -0.08158
C -0.04002 0.15368 -0.02187
C -1.00264 -0.20825 -1.14045
C 1.04854 -0.89545 0.19354
C 0.16200 -1.71291 1.14953
O -0.70673 -0.07804 1.28838
H -0.44397 2.27745 -0.15242
H 0.99100 1.85476 0.81027
H 1.04817 1.74651 -0.96191
H -1.21329 -1.28137 -1.11537
H -0.56726 0.05235 -2.11020
H -1.94321 0.34939 -1.04097
H 1.31717 -1.43486 -0.72268
H 1.95863 -0.43624 0.60810
H 0.61512 -1.68078 2.15505
H -1.63619 -0.30383 1.14261
```

Values from the calculation:
HOMO-LUMO gap   8.5 eV
E_tot   -7390.672 eV
ΔE to the lowest compared entry with this formula, charge and spin   395.0 kJ/mol
Lowest unoccupied orbital energy   0.81 eV

Atomic partial charges in e from the Mulliken method, atoms 1 to 2: atom 1 (C): -1.581, atom 2 (C): 1.381